Computed, not measured: a 2-piece molecular cluster, CH3FN2OS overall in a non-equilibrium geometry, with ωB97M-V/def2-TZVPD.

Last column: natural (NBO) charge in e.
Positions of all 9 atoms, in Å:
C: -1.5867 0.3620 -0.5284  0.550
N: -0.8184 0.8647 0.3240  -0.719
N: 2.1881 -0.8382 -0.2666  -0.250
O: 1.3784 -0.4533 0.7381  -0.558
F: -2.8968 0.4306 -0.7369  -0.316
S: 3.3869 -1.7333 0.1136  0.248
H: 0.9037 0.4578 0.5784  0.516
H: -1.2421 -0.4113 -1.3091  0.154
H: -1.3132 1.3211 1.0867  0.375

Output
LUMO (alpha / beta) ... -0.4 / -0.4 eV
Multiplicity ... 1
Charge ... 0
SMILES string ... [H]/N=C\F.ON=S

***

Computed, not measured: CH3FNO as an isolated structure in a non-equilibrium geometry, with ωB97M-V/def2-TZVPD.

Last column: natural (NBO) charge in e.
Positions of all 7 atoms, in Å:
C: -0.5889 0.0431 0.0270  -0.473
N: 0.7776 0.1345 0.5216  0.087
O: 1.5553 -1.2411 -0.2475  -0.805
F: 1.2413 1.3779 -0.0889  -0.358
H: -0.9094 -1.0286 0.1036  0.209
H: -1.2606 0.4520 0.7225  0.163
H: -0.8153 0.2621 -1.0383  0.178

Output
LUMO ... 4.8 eV
Multiplicity ... 1
Charge ... -1

***

Computed, not measured: a 2-piece molecular cluster, CH3FNO2S overall in a non-equilibrium geometry, with ωB97M-V/def2-TZVPD.

Last column: natural (NBO) charge in e.
Positions of all 9 atoms, in Å:
C: -1.6085 0.4815 0.3388  0.083
N: 0.5535 0.0124 -0.7517  -1.112
O: 2.2177 -1.7426 -0.0558  -1.022
O: 2.2745 0.6349 0.8073  -1.001
F: -2.4732 -0.1898 -0.4152  -0.369
S: 2.0187 -0.2740 -0.3073  1.838
H: -1.3007 0.1203 1.3265  0.131
H: -1.8366 1.5870 0.4360  0.105
H: 0.1547 -0.6296 -1.3784  0.346

Output
LUMO (alpha / beta) ... 3.8 / 4.1 eV
Multiplicity ... 1
Charge ... -1

***

Computed, not measured: a 2-piece molecular cluster, CH3FO2P overall in a non-equilibrium geometry, with ωB97M-V/def2-TZVPD.

Last column: natural (NBO) charge in e.
Positions of all 8 atoms, in Å:
C: -0.4315 -0.1849 0.1525  -1.190
O: 1.9805 -0.5357 -1.1376  -1.066
O: 2.1615 0.3902 1.1954  -1.059
F: -2.5088 1.0574 -0.5483  -0.865
P: 1.3276 -0.1707 0.1451  2.214
H: -0.8208 -0.4759 1.1582  0.261
H: -1.1057 0.5987 -0.2359  0.426
H: -0.6028 -0.6789 -0.7295  0.279

Output
LUMO ... 3.7 eV
Multiplicity ... 1
Charge ... -1

***

Repeat the fourth record exactly.
Computed, not measured: a 2-piece molecular cluster, CH3FO2P overall in a non-equilibrium geometry, with ωB97M-V/def2-TZVPD.

Last column: natural (NBO) charge in e.
Positions of all 8 atoms, in Å:
C: -0.4315 -0.1849 0.1525  -1.190
O: 1.9805 -0.5357 -1.1376  -1.066
O: 2.1615 0.3902 1.1954  -1.059
F: -2.5088 1.0574 -0.5483  -0.865
P: 1.3276 -0.1707 0.1451  2.214
H: -0.8208 -0.4759 1.1582  0.261
H: -1.1057 0.5987 -0.2359  0.426
H: -0.6028 -0.6789 -0.7295  0.279

Output
LUMO ... 3.7 eV
Multiplicity ... 1
Charge ... -1

***

multiplicity of number 4 (CH3FO2P)? 1

***

Look up the multiplicity of the fourth one. 1